Record 1
The following is a DFT calculation (ωB97M-V/def2-TZVPD) of a cluster of 7 separate species, C63H133N7O7 in total.

Element x y z (Å)
C1 23.961 29.260 17.833
C2 22.654 28.770 17.190
C3 22.862 27.353 16.633
C4 21.538 28.654 18.239
C5 21.070 30.034 18.714
C6 20.670 30.831 17.476
C7 21.749 30.998 16.365
C8 20.960 31.519 15.175
C9 22.770 32.085 16.719
N1 22.305 29.675 16.073
O1 23.281 29.597 15.060
H1 24.774 29.378 17.117
H2 23.882 30.113 18.507
H3 24.362 28.491 18.507
H4 22.078 27.084 15.920
H5 23.748 27.326 15.997
H6 22.917 26.606 17.423
H7 20.664 28.091 17.907
H8 21.973 28.167 19.117
H9 20.311 30.074 19.496
H10 21.927 30.500 19.215
H11 20.418 31.817 17.873
H12 19.863 30.369 16.907
H13 21.635 31.597 14.315
H14 20.588 32.523 15.373
H15 20.147 30.892 14.805
H16 22.696 32.333 17.784
H17 22.627 33.044 16.223
H18 23.806 31.766 16.593
H19 22.785 29.188 14.343
C10 22.336 23.410 22.793
C11 23.252 24.066 21.748
C12 23.736 25.480 22.118
C13 24.513 23.278 21.445
C14 24.368 21.943 20.711
C15 23.553 22.164 19.409
C16 22.254 23.028 19.569
C17 21.893 23.507 18.161
C18 21.115 22.127 20.150
N2 22.655 24.193 20.372
O2 21.667 25.209 20.428
H20 21.861 22.481 22.493
H21 22.893 23.188 23.707
H22 21.582 24.154 23.055
H23 23.138 26.056 22.825
H24 24.683 25.375 22.659
H25 23.955 26.061 21.225
H26 25.271 23.857 20.916
H27 24.964 23.041 22.419
H28 25.336 21.494 20.475
H29 23.953 21.191 21.390
H30 23.377 21.140 19.074
H31 24.232 22.671 18.723
H32 21.283 22.815 17.586
H33 22.742 23.938 17.626
H34 21.253 24.400 18.202
H35 21.480 21.301 20.766
H36 20.550 21.633 19.363
H37 20.568 22.770 20.840
H38 22.014 25.897 19.849
C19 17.878 25.569 21.285
C20 16.886 26.531 21.989
C21 16.430 25.939 23.361
C22 17.691 27.821 22.246
C23 17.731 28.881 21.177
C24 16.253 29.149 20.819
C25 15.508 27.910 20.292
C26 14.039 28.274 20.336
C27 15.877 27.637 18.799
N3 15.666 26.764 21.179
O3 15.189 25.546 20.623
H39 18.400 26.060 20.460
H40 18.668 25.141 21.906
H41 17.377 24.667 20.924
H42 17.131 25.172 23.686
H43 16.549 26.703 24.138
H44 15.354 25.797 23.335
H45 17.277 28.319 23.129
H46 18.700 27.558 22.579
H47 18.213 29.802 21.515
H48 18.243 28.714 20.220
H49 16.222 29.936 20.067
H50 15.847 29.453 21.787
H51 13.592 28.282 21.330
H52 13.496 27.505 19.777
H53 13.773 29.234 19.886
H54 15.076 27.065 18.332
H55 16.839 27.122 18.767
H56 15.931 28.558 18.218
H57 15.844 25.398 19.921
C28 28.103 23.258 11.805
C29 28.304 24.667 12.328
C30 29.624 24.887 13.062
C31 28.359 25.669 11.163
C32 27.027 25.956 10.468
C33 25.933 26.409 11.416
C34 25.834 25.553 12.695
C35 25.282 26.449 13.817
C36 24.838 24.430 12.430
N4 27.179 25.135 13.164
O4 27.121 24.351 14.331
H58 28.981 22.769 11.391
H59 27.702 22.634 12.613
H60 27.231 23.218 11.146
H61 30.462 24.940 12.360
H62 29.772 25.786 13.661
H63 29.872 24.020 13.683
H64 28.682 26.661 11.492
H65 29.079 25.273 10.444
H66 27.189 26.741 9.725
H67 26.763 25.067 9.884
H68 25.040 26.438 10.787
H69 26.139 27.456 11.658
H70 25.238 25.925 14.773
H71 24.272 26.816 13.625
H72 25.939 27.316 13.914
H73 24.722 23.706 13.240
H74 24.997 23.906 11.483
H75 23.818 24.809 12.310
H76 27.362 24.961 15.038
C37 24.971 33.670 14.016
C38 25.388 33.567 12.525
C39 26.696 32.763 12.569
C40 24.283 32.783 11.827
C41 24.440 33.064 10.333
C42 24.056 34.574 10.144
C43 25.151 35.459 10.721
C44 26.317 35.556 9.711
C45 24.633 36.878 10.995
N5 25.588 34.910 12.018
O5 26.600 35.675 12.645
H77 24.859 32.747 14.600
H78 25.740 34.121 14.653
H79 24.023 34.196 14.156
H80 27.124 32.652 11.565
H81 27.507 33.327 13.043
H82 26.594 31.853 13.155
H83 24.389 31.727 12.072
H84 23.304 33.161 12.125
H85 25.371 33.011 9.775
H86 23.657 32.449 9.880
H87 23.091 34.739 10.628
H88 23.906 34.621 9.066
H89 26.015 35.715 8.673
H90 26.879 34.620 9.703
H91 26.909 36.450 9.920
H92 25.244 37.495 11.660
H93 23.726 36.877 11.610
H94 24.452 37.483 10.105
H95 27.357 35.431 12.089
C46 19.064 33.282 7.872
C47 19.460 34.280 8.960
C48 20.598 35.193 8.486
C49 18.315 35.227 9.319
C50 17.172 34.676 10.160
C51 17.824 34.005 11.399
C52 18.934 32.984 11.129
C53 19.682 32.654 12.446
C54 18.261 31.699 10.579
N6 19.913 33.596 10.205
O6 21.022 32.782 9.986
H96 18.239 32.640 8.165
H97 18.750 33.696 6.909
H98 19.971 32.727 7.619
H99 21.416 34.579 8.104
H100 20.236 35.794 7.649
H101 20.943 35.898 9.240
H102 18.656 36.155 9.780
H103 17.923 35.503 8.333
H104 16.600 35.580 10.363
H105 16.554 33.919 9.678
H106 17.001 33.554 11.964
H107 18.163 34.771 12.103
H108 20.361 33.430 12.803
H109 20.306 31.794 12.198
H110 18.947 32.428 13.216
H111 18.913 30.963 10.112
H112 17.490 32.020 9.881
H113 17.714 31.202 11.385
H114 21.605 32.854 10.751
C55 27.915 27.460 21.967
C56 28.398 26.672 20.763
C57 29.775 27.300 20.351
C58 28.560 25.207 21.160
C59 28.966 24.302 19.989
C60 27.892 24.364 18.921
C61 27.314 25.760 18.582
C62 28.078 26.230 17.299
C63 25.879 25.384 18.181
N7 27.361 26.689 19.718
O7 26.943 27.966 19.350
H115 28.403 27.223 22.921
H116 27.911 28.543 21.884
H117 26.937 27.063 22.271
H118 29.727 27.778 19.367
H119 30.190 27.882 21.167
H120 30.527 26.550 20.072
H121 29.352 25.163 21.913
H122 27.652 24.801 21.611
H123 29.947 24.598 19.606
H124 29.087 23.266 20.310
H125 27.125 23.655 19.247
H126 28.355 23.874 18.062
H127 28.605 27.164 17.521
H128 27.459 26.419 16.421
H129 28.887 25.553 17.029
H130 25.753 24.674 17.368
H131 25.482 26.336 17.801
H132 25.379 25.125 19.114
H133 27.621 28.379 18.787

Values from the calculation:
Max |F|   3.0 eV/Å
Structure (SMILES)   CC1(C)CCCC(C)(C)N1O.CC1(C)CCCC(C)(C)N1O.CC1(C)CCCC(C)(C)N1O.CC1(C)CCCC(C)(C)N1O.CC1(C)CCCC(C)(C)N1O.CC1(C)CCCC(C)(C)N1O.CC1(C)CCCC(C)(C)N1O
LUMO energy   0.34 eV

These are the Mulliken partial charges, in e, on atoms 1 to 4: -1.733, 2.741, -1.808, -1.321


Record 2
The following is a DFT calculation (ωB97M-V/def2-TZVPD) of a cluster of 13 separate species, C63H148N4O13 in total.

Element x y z (Å)
C1 18.666 10.503 22.398
C2 19.389 11.621 21.693
C3 20.770 11.086 21.311
O1 18.644 12.087 20.548
H1 18.630 9.605 21.771
H2 17.641 10.781 22.632
H3 19.154 9.995 23.286
H4 19.505 12.483 22.286
H5 21.287 11.805 20.712
H6 20.655 10.196 20.707
H7 21.373 10.741 22.099
H8 18.513 11.269 20.047
C4 14.554 17.790 10.259
C5 14.215 19.081 11.000
C6 13.191 18.877 12.070
O2 15.347 19.664 11.595
H9 14.914 17.965 9.280
H10 13.716 17.109 10.156
H11 15.259 17.186 10.848
H12 13.850 19.783 10.336
H13 12.959 19.859 12.609
H14 13.610 18.217 12.839
H15 12.194 18.507 11.801
H16 15.443 19.204 12.476
C7 18.072 19.746 9.634
C8 18.603 19.670 11.075
C9 18.679 18.177 11.626
O3 19.896 20.199 11.016
H17 17.080 19.262 9.553
H18 18.808 19.240 8.993
H19 18.097 20.801 9.319
H20 17.916 20.223 11.779
H21 19.449 17.702 10.993
H22 17.761 17.597 11.568
H23 18.938 18.178 12.632
H24 20.324 20.151 11.832
C10 19.874 9.966 15.674
C11 20.275 11.090 16.678
C12 21.767 10.906 16.805
O4 19.942 12.439 16.208
H25 18.786 9.992 15.452
H26 20.185 8.994 16.070
H27 20.300 10.126 14.709
H28 19.723 10.847 17.591
H29 22.060 10.178 17.610
H30 22.301 11.880 17.015
H31 22.111 10.564 15.813
H32 19.034 12.583 16.015
C13 22.252 14.597 14.209
C14 23.234 15.526 15.015
C15 22.603 16.909 14.924
O5 23.519 15.101 16.353
H33 22.558 13.580 14.136
H34 22.201 15.142 13.266
H35 21.300 14.698 14.718
H36 24.207 15.561 14.486
H37 23.418 17.565 15.360
H38 21.629 17.059 15.535
H39 22.390 17.121 13.886
H40 22.637 14.865 16.753
C16 13.192 14.376 11.536
C17 12.493 13.432 12.425
C18 12.725 12.011 12.128
O6 12.835 13.728 13.845
H41 12.996 15.378 11.944
H42 12.815 14.349 10.504
H43 14.241 14.199 11.428
H44 11.410 13.734 12.307
H45 12.263 11.781 11.148
H46 12.330 11.284 12.828
H47 13.768 11.882 11.873
H48 13.173 12.931 14.272
C19 18.459 15.010 15.139
C20 17.088 14.775 15.671
C21 16.011 15.505 14.858
O7 16.915 13.366 15.461
H49 18.697 16.102 15.318
H50 18.586 14.883 14.062
H51 19.198 14.444 15.691
H52 17.097 15.039 16.728
H53 15.995 15.222 13.780
H54 16.179 16.576 14.819
H55 15.050 15.353 15.317
H56 16.071 12.993 15.854
C22 20.776 16.328 19.435
C23 20.188 14.969 18.968
C24 18.698 15.029 18.840
O8 20.896 14.638 17.692
H57 20.239 16.724 20.316
H58 20.828 17.028 18.605
H59 21.848 16.159 19.661
H60 20.453 14.153 19.701
H61 18.187 14.970 19.864
H62 18.332 14.159 18.294
H63 18.347 15.965 18.324
H64 20.487 13.921 17.180
C25 16.097 10.203 15.680
C26 15.538 10.694 17.018
C27 16.619 10.750 18.108
O9 15.034 12.007 16.843
H65 16.861 10.885 15.237
H66 15.304 10.097 15.001
H67 16.538 9.210 15.752
H68 14.701 10.102 17.359
H69 17.121 9.809 18.163
H70 16.143 11.033 19.071
H71 17.398 11.566 17.767
H72 14.253 12.159 17.466
C28 18.518 10.599 9.909
C29 17.667 11.485 10.924
C30 18.584 12.210 11.896
C31 19.236 13.418 11.223
C32 18.261 14.307 10.551
C33 17.488 13.569 9.385
N1 16.834 12.447 10.112
O10 16.074 11.574 9.228
C34 16.387 14.473 8.899
C35 18.475 13.397 8.268
C36 16.691 10.602 11.615
H73 18.925 9.735 10.464
H74 19.347 11.236 9.755
H75 18.003 10.309 9.042
H76 18.116 12.715 12.734
H77 19.326 11.556 12.280
H78 20.062 13.129 10.575
H79 19.680 13.936 11.992
H80 18.686 15.243 10.256
H81 17.509 14.529 11.324
H82 15.565 13.857 8.562
H83 16.043 15.023 9.765
H84 16.638 15.237 8.161
H85 18.766 14.392 7.865
H86 19.364 12.842 8.522
H87 18.096 12.766 7.473
H88 17.196 9.946 12.379
H89 16.224 9.855 10.957
H90 15.882 11.011 12.167
H91 15.134 11.676 9.402
C37 15.036 13.855 19.518
C38 13.551 13.996 19.295
C39 13.262 14.998 18.155
C40 11.852 15.210 17.686
C41 11.425 13.848 17.259
C42 11.682 12.683 18.275
N2 13.074 12.708 18.727
O11 13.320 11.537 19.529
C43 10.649 12.603 19.393
C44 11.497 11.359 17.486
C45 12.917 14.409 20.616
H92 15.506 13.870 18.528
H93 15.194 12.946 20.037
H94 15.408 14.690 20.135
H95 13.787 15.930 18.359
H96 13.848 14.622 17.294
H97 11.757 15.882 16.872
H98 11.214 15.565 18.493
H99 11.944 13.630 16.383
H100 10.322 13.771 16.944
H101 10.537 13.528 19.887
H102 9.737 12.345 18.937
H103 10.816 11.782 20.096
H104 12.270 11.099 16.782
H105 11.360 10.549 18.144
H106 10.623 11.445 16.907
H107 11.932 14.763 20.540
H108 13.457 15.252 21.036
H109 12.973 13.634 21.376
H110 13.156 11.732 20.460
C46 17.651 18.934 18.790
C47 17.504 19.256 17.284
C48 16.157 18.785 16.647
C49 16.042 19.266 15.176
C50 16.050 20.765 15.190
C51 17.292 21.334 15.794
N3 17.478 20.771 17.110
O12 18.688 21.356 17.684
C52 18.560 21.219 14.813
C53 17.104 22.869 16.084
C54 18.763 18.675 16.663
H111 16.869 19.413 19.389
H112 18.637 19.220 19.157
H113 17.429 17.859 18.890
H114 16.204 17.682 16.624
H115 15.314 19.067 17.296
H116 15.160 18.901 14.752
H117 16.781 18.766 14.579
H118 15.194 21.019 15.797
H119 15.874 21.227 14.183
H120 19.491 21.430 15.452
H121 18.657 20.245 14.384
H122 18.499 21.912 13.981
H123 18.097 23.262 16.398
H124 16.842 23.339 15.103
H125 16.328 23.216 16.798
H126 18.904 17.611 16.814
H127 19.638 19.266 17.013
H128 18.624 18.698 15.537
H129 18.330 21.959 18.349
C55 23.471 16.850 7.871
C56 22.678 16.457 9.180
C57 23.424 15.372 10.011
C58 24.777 15.880 10.550
C59 24.464 17.067 11.525
C60 23.736 18.187 10.715
N4 22.496 17.696 10.062
O13 21.823 18.650 9.244
C61 23.228 19.238 11.636
C62 24.677 18.962 9.824
C63 21.260 15.957 8.728
H130 23.444 16.110 7.086
H131 24.476 17.125 8.101
H132 23.031 17.690 7.375
H133 22.710 15.019 10.788
H134 23.643 14.492 9.464
H135 25.453 16.268 9.733
H136 25.274 15.093 11.002
H137 25.327 17.700 11.882
H138 23.879 16.700 12.341
H139 23.027 20.199 11.066
H140 22.357 18.971 12.231
H141 23.892 19.520 12.413
H142 25.422 19.639 10.276
H143 25.240 18.407 9.024
H144 24.063 19.590 9.170
H145 20.655 15.615 9.617
H146 21.237 15.065 8.050
H147 20.637 16.744 8.219
H148 21.049 18.896 9.728

Values from the calculation:
Max |F|   3.4 eV/Å
LUMO energy   0.29 eV

These are the Mulliken partial charges, in e, on atoms 1 to 4: -1.506, 0.399, -1.421, -0.060


ΔE to the lowest compared entry with this formula, charge and spin list, top to bottom, in kJ/mol: 442.3 390.9